Density functional theory data (the ωB97M-V functional and the def2-TZVPD basis) for CH2N4S2 in the gas phase in a non-equilibrium geometry.

## Properties
charge: 0
structure (SMILES): Sc1nnnn1S
LUMO level: 0.149 eV
largest force on an atom: 2.27 eV/A
Kohn-Sham gap: 9.933 eV

XYZ file:
```
9
Properties=species:S:1:pos:R:3:forces:R:3
N -0.744067 -1.692088 0.189656 0.508 -1.085 -1.200
C 0.073074 0.131437 -0.722574 0.368 -1.346 -1.347
N -0.557487 -1.915723 -1.080450 0.059 1.428 1.134
S -0.017647 0.181801 2.028612 0.342 -0.866 -0.337
S 0.588222 1.825307 -0.820272 0.010 -1.077 -1.728
H 0.726393 1.719962 -2.224260 -0.138 0.176 1.601
N -0.296798 -0.455114 0.438426 0.240 1.050 0.432
H 1.123555 -0.560061 2.322571 -0.897 0.563 -0.448
N -0.032732 -0.803111 -1.704248 -0.493 1.158 1.891
```
Positions in Å, forces in eV/Å.